Entry 1:
Below is a cluster of 3 separate species, C3H12N2O3 in total at a distorted geometry, with properties calculated with ωB97M-V/def2-TZVPD.

```
20
Properties=species:S:1:pos:R:3:forces:R:3:lowdin_charge:R:1
N -1.308 0.861 1.371 0.161 0.130 -0.260 0.212
C -0.188 1.551 1.087 0.231 1.168 1.256 -0.631
O 0.608 1.976 1.960 -1.192 0.069 -1.257 0.003
O -0.094 1.882 -0.216 -0.044 -0.209 0.271 0.110
H -1.355 0.444 2.285 0.097 0.029 -0.047 0.130
H -1.764 0.379 0.612 0.010 0.004 0.012 0.085
H 0.689 2.436 -0.339 0.002 -0.052 0.200 0.135
C -1.078 -1.732 -1.299 0.140 0.025 0.002 -0.196
N -1.723 -0.525 -1.806 -0.109 0.155 0.094 -0.064
H -1.786 -2.560 -1.348 0.071 0.000 0.044 0.071
H -0.681 -1.651 -0.278 -0.087 -0.063 -0.022 0.055
H -0.239 -1.977 -1.952 -0.017 -0.075 0.013 0.066
H -2.624 -0.366 -1.370 0.066 0.017 -0.084 0.053
H -1.143 0.295 -1.664 -0.087 -0.051 -0.028 0.033
C 2.273 -0.348 0.190 0.300 0.141 0.188 -0.186
O 1.363 -0.240 1.255 0.672 2.286 1.838 -0.228
H 1.780 -0.832 -0.657 0.001 -0.024 0.036 0.063
H 3.146 -0.948 0.477 -0.012 0.027 -0.115 0.074
H 2.640 0.631 -0.147 -0.014 -0.066 -0.017 0.075
H 1.483 0.723 1.837 -0.189 -3.509 -2.126 0.140
```
Forces are in eV/Å.

Computed properties:
* SMILES string: NC(=O)O.CN.CO
* E: -456.71660 Eh
* relative energy (zero: lowest compared OMol25 entry of this formula, charge and spin): 140.7 kJ/mol
* LUMO energy: 0.0219 Ha

=====

Entry 2:
Below is a cluster of 3 separate species, C3H12N2O3 in total at a distorted geometry, with properties calculated with ωB97M-V/def2-TZVPD.

```
20
Properties=species:S:1:pos:R:3:forces:R:3:lowdin_charge:R:1
N 2.188 -1.373 -1.029 -0.073 -0.849 -0.327 -0.013
C 1.800 -0.014 -1.258 -1.001 1.248 2.685 -0.241
C 0.993 0.574 0.070 1.128 -0.453 -1.879 -0.049
C -0.474 0.675 -0.196 -2.247 -1.367 -0.318 -0.465
N -1.005 0.882 -1.443 2.042 0.896 -1.089 0.175
O -1.282 0.332 0.665 0.592 -0.043 -0.278 -0.039
H 2.649 -1.470 -0.135 0.297 0.091 -0.027 0.067
H 1.392 -2.013 -0.969 0.162 0.424 -0.241 0.084
H 2.653 0.663 -1.316 0.130 -0.406 -0.590 0.102
H 1.117 0.090 -2.093 0.521 -0.225 -0.283 0.080
H 1.446 1.516 0.402 -0.308 -0.123 -0.086 0.117
H 1.150 -0.203 0.839 -0.390 0.641 -0.123 0.116
H -1.920 0.695 -1.795 -0.695 -0.195 1.133 0.115
H -0.428 1.157 -2.224 0.290 0.064 0.380 0.093
O -1.518 -2.303 0.983 0.022 -0.385 -0.002 -0.067
H -2.244 -1.868 0.526 0.018 -0.017 0.022 0.028
H -1.174 -1.597 1.538 -0.034 0.054 -0.014 0.016
O -2.130 1.589 2.641 0.382 -0.337 -0.584 -0.113
H -1.240 1.565 3.020 -0.357 0.106 0.096 0.018
H -1.971 1.100 1.776 -0.479 0.876 1.524 -0.024
```
Forces are in eV/Å.

Computed properties:
* SMILES string: NCCC(N)=O.O.O
* E: -456.72071 Eh
* relative energy (zero: lowest compared OMol25 entry of this formula, charge and spin): 129.9 kJ/mol
* LUMO energy: 0.0179 Ha

=====

Entry 3:
Below is a cluster of 3 separate species, C3H12N2O3 in total at a distorted geometry, with properties calculated with ωB97M-V/def2-TZVPD.

```
20
Properties=species:S:1:pos:R:3:forces:R:3:lowdin_charge:R:1
N -1.463 1.818 -0.192 -0.391 -0.735 0.399 0.002
C -1.053 0.856 -1.174 0.303 -0.188 -1.428 -0.309
N -0.745 -0.532 -0.699 1.706 0.774 1.760 -0.036
C -1.354 -1.002 0.577 -1.393 -0.596 -2.543 -0.191
C -0.447 -1.618 1.574 1.110 0.541 0.298 -0.214
O 0.760 -1.709 1.469 -0.389 0.137 -0.364 0.038
H -2.123 2.498 -0.512 0.031 0.234 0.026 0.062
H -0.788 2.148 0.474 0.229 0.205 -0.205 0.068
H -0.148 1.198 -1.773 -0.742 -0.623 0.720 0.120
H -1.867 0.794 -1.952 0.582 -0.003 0.917 0.117
H 0.267 -0.573 -0.457 -1.097 0.014 -1.054 0.031
H -1.982 -0.250 1.025 -0.111 0.501 0.522 0.101
H -2.082 -1.773 0.217 0.320 0.104 0.871 0.133
H -0.877 -1.923 2.533 -0.539 -0.272 0.006 0.122
O 2.159 -1.134 -1.028 -0.285 0.346 1.606 -0.093
H 3.085 -1.369 -1.130 0.085 0.005 0.115 0.044
H 2.001 -1.047 -0.033 0.606 -0.765 -1.680 0.030
O 2.153 1.287 0.714 -0.217 0.313 0.825 -0.050
H 2.932 1.552 0.221 -0.147 -0.189 -0.360 0.044
H 1.571 0.777 0.148 0.339 0.197 -0.431 -0.021
```
Forces are in eV/Å.

Computed properties:
* SMILES string: NCNCC=O.O.O
* E: -456.68788 Eh
* relative energy (zero: lowest compared OMol25 entry of this formula, charge and spin): 216.0 kJ/mol
* LUMO energy: 0.0282 Ha

=====

Entry 4:
Below is a cluster of 2 separate species, C3H12N2O3 in total, with properties calculated with ωB97M-V/def2-TZVPD.

```
20
Properties=species:S:1:pos:R:3:forces:R:3:lowdin_charge:R:1
C 1.910 -1.166 0.818 -0.062 0.077 -0.230 -0.079
N 0.549 -0.638 0.734 -0.411 0.584 -0.305 -0.206
O -0.281 -1.583 0.231 0.298 0.160 -0.115 -0.200
N 0.517 0.574 -0.332 -0.168 -0.237 0.550 -0.181
C 1.214 0.392 -1.603 0.043 -0.021 0.199 -0.009
O 1.024 1.714 0.328 -0.161 -0.402 -0.318 0.011
H 2.608 -0.347 0.992 0.003 0.001 0.006 0.081
H 2.184 -1.739 -0.072 -0.032 0.009 -0.005 0.082
H 1.920 -1.831 1.680 -0.039 0.035 -0.042 0.090
H -0.600 0.622 -0.462 0.588 -0.034 0.176 0.116
H 2.290 0.421 -1.447 -0.028 -0.013 0.028 0.092
H 0.898 -0.577 -1.986 -0.014 -0.005 -0.003 0.104
H 0.916 1.184 -2.290 -0.025 -0.039 0.036 0.102
H 0.708 1.590 1.240 -0.029 -0.104 -0.047 0.116
C -2.929 0.462 0.489 0.031 -0.039 0.022 -0.162
O -1.955 0.042 -0.446 0.240 -0.473 0.149 -0.233
H -3.281 1.463 0.223 0.021 -0.061 0.014 0.074
H -3.790 -0.214 0.482 0.045 0.041 -0.001 0.076
H -2.531 0.494 1.512 -0.016 -0.007 -0.066 0.077
H -1.370 -0.862 -0.090 -0.287 0.531 -0.047 0.048
```
Forces are in eV/Å.

Computed properties:
* SMILES string: CN([O-])[N@H+](C)O.CO
* E: -456.53916 Eh
* relative energy (zero: lowest compared OMol25 entry of this formula, charge and spin): 606.5 kJ/mol
* LUMO energy: 0.0275 Ha